Record 1
Formula: C33H29Si
Source: OMol25
Level of theory: ωB97M-V/def2-TZVPD

charge: +1
Kohn-Sham gap: 5.369 eV
energy above the lowest of the compared OMol25 structures with the same formula, charge and spin: 0.0 kJ/mol

Structure (XYZ):
```
63
Properties=species:S:1:pos:R:3:lowdin_charge:R:1
C -2.490 2.361 0.890 0.065
C -3.347 2.736 1.975 -0.203
C -2.805 3.535 3.020 -0.004
C -3.552 3.875 4.144 -0.047
C -4.892 3.473 4.257 -0.025
C -5.461 2.708 3.228 -0.047
C -4.714 2.341 2.106 0.009
C -2.886 1.587 -0.205 -0.050
C -2.115 0.829 -1.102 0.071
C -2.727 0.189 -2.237 -0.193
C -2.104 -0.859 -2.983 0.008
C -2.841 -1.612 -3.900 -0.045
C -4.180 -1.292 -4.187 -0.027
C -4.768 -0.188 -3.552 -0.049
C -4.047 0.554 -2.627 -0.015
H -1.473 2.748 0.937 0.132
H -1.768 3.858 2.917 0.123
H -3.082 4.457 4.937 0.118
H -5.477 3.756 5.135 0.123
H -6.502 2.400 3.318 0.117
H -5.176 1.739 1.320 0.116
H -3.966 1.587 -0.376 0.092
H -1.056 0.688 -0.921 0.051
H -1.047 -1.064 -2.811 0.102
H -2.365 -2.457 -4.409 0.119
H -4.749 -1.884 -4.906 0.120
H -5.799 0.091 -3.780 0.118
H -4.521 1.428 -2.180 0.113
H 0.411 -0.009 -0.663 0.011
Si 1.838 -0.503 -0.333 0.737
C 2.123 -2.108 -1.198 -0.295
C 3.414 -2.602 -1.426 -0.083
C 3.585 -3.866 -2.002 -0.069
C 2.472 -4.610 -2.408 -0.076
C 1.182 -4.102 -2.204 -0.084
C 1.002 -2.869 -1.566 -0.115
C 3.365 0.507 -0.606 -0.287
C 4.459 0.370 0.267 -0.090
C 5.674 1.014 0.003 -0.074
C 5.807 1.829 -1.124 -0.077
C 4.722 1.970 -2.000 -0.081
C 3.512 1.304 -1.753 -0.099
C 1.780 -0.845 1.479 -0.305
C 2.416 -1.964 2.023 -0.088
C 2.404 -2.160 3.408 -0.070
C 1.741 -1.250 4.239 -0.079
C 1.107 -0.127 3.688 -0.088
C 1.132 0.088 2.306 -0.110
H 4.292 -2.018 -1.142 0.105
H 4.588 -4.267 -2.127 0.107
H 2.604 -5.584 -2.881 0.107
H 0.303 -4.671 -2.525 0.104
H -0.006 -2.502 -1.336 0.083
H 4.384 -0.261 1.156 0.102
H 6.519 0.868 0.674 0.107
H 6.747 2.348 -1.323 0.108
H 4.823 2.594 -2.893 0.105
H 2.684 1.385 -2.464 0.099
H 2.932 -2.680 1.378 0.106
H 2.917 -3.021 3.831 0.106
H 1.716 -1.411 5.317 0.105
H 0.593 0.594 4.332 0.100
H 0.666 0.976 1.862 0.085
```

Record 2
Formula: C33H30BrN7O3RuSSi
Source: OMol25
Level of theory: ωB97M-V/def2-TZVPD

charge: -1
Kohn-Sham gap (alpha / beta): 6.287 / 6.229 eV
energy above the lowest of the compared OMol25 structures with the same formula, charge and spin: 90.2 kJ/mol
spin multiplicity: 2

Structure (XYZ):
```
77
Properties=species:S:1:pos:R:3:lowdin_charge:R:1
Ru -0.048 -0.588 -0.024 1.369
C -3.175 1.882 1.585 -0.039
C -2.052 0.931 1.326 -0.278
N -1.169 1.116 0.364 -0.076
N -1.316 2.130 -0.453 0.059
C -0.147 2.585 -1.010 -0.485
O 0.959 2.517 -0.499 0.031
C -0.339 3.312 -2.314 -0.155
C -1.591 3.496 -2.891 -0.040
C -1.708 4.137 -4.115 -0.097
C -0.574 4.595 -4.774 -0.110
C 0.678 4.413 -4.201 -0.094
C 0.793 3.778 -2.974 -0.035
C -1.820 -0.209 2.172 -0.208
C -2.601 -0.516 3.298 -0.011
C -2.232 -1.559 4.115 -0.069
C -1.088 -2.301 3.823 -0.067
C -0.386 -1.981 2.682 -0.108
N -0.752 -0.985 1.874 -0.040
H -3.040 2.763 0.964 0.063
H -3.204 2.188 2.634 0.074
H -4.141 1.432 1.338 0.084
H -2.462 3.116 -2.374 0.103
H -2.685 4.274 -4.562 0.094
H -0.666 5.087 -5.735 0.092
H 1.565 4.762 -4.715 0.096
H 1.755 3.617 -2.505 0.115
H -3.480 0.074 3.513 0.103
H -2.828 -1.800 4.986 0.104
H -0.758 -3.113 4.455 0.099
H 0.499 -2.527 2.380 0.114
Br 3.443 -6.097 -6.085 0.719
C 2.214 -6.557 -4.716 -0.691
C 2.411 -7.716 -3.984 -0.130
C 1.507 -8.038 -2.987 -0.038
C 0.432 -7.203 -2.693 -0.294
C 0.241 -6.051 -3.457 -0.021
C 1.129 -5.731 -4.470 -0.118
N -0.443 -7.697 -1.682 0.044
N -1.295 -7.015 -1.079 0.057
C -1.260 -5.623 -0.865 -0.254
C -2.517 -5.062 -0.695 -0.024
C -2.742 -3.696 -0.579 -0.003
C -1.667 -2.809 -0.578 -0.343
O -1.799 -1.526 -0.547 -0.144
C -0.341 -3.393 -0.579 -0.141
N 0.674 -2.503 -0.403 -0.010
C 1.921 -2.916 -0.409 -0.101
C 2.233 -4.279 -0.520 -0.021
C 1.230 -5.198 -0.658 0.000
C -0.117 -4.774 -0.733 -0.106
H 3.253 -8.359 -4.196 0.097
H 1.620 -8.948 -2.412 0.110
H -0.604 -5.401 -3.277 0.117
H 0.985 -4.831 -5.048 0.087
H -3.355 -5.749 -0.712 0.111
H -3.744 -3.295 -0.511 0.112
H 2.685 -2.159 -0.284 0.102
H 3.268 -4.588 -0.477 0.112
H 1.471 -6.251 -0.695 0.110
C 0.683 -2.272 -3.755 -0.172
Si 0.884 -0.441 -3.327 0.271
C 2.708 -0.001 -3.393 -0.155
C -0.050 0.499 -4.653 -0.152
O 0.289 -0.086 -1.872 -0.443
H 0.981 -2.462 -4.790 0.026
H -0.366 -2.569 -3.644 0.034
H 1.286 -2.919 -3.112 0.012
H 3.043 0.220 -4.410 0.021
H 3.331 -0.810 -3.002 0.020
H 2.887 0.880 -2.771 0.027
H 0.392 0.330 -5.639 0.027
H -0.045 1.572 -4.458 0.002
H -1.093 0.174 -4.686 0.032
S 4.430 0.442 1.192 0.455
C 2.857 0.154 0.919 -0.961
N 1.722 -0.069 0.756 -0.070
```

Record 3
Formula: C33H30Cl2OPPtS
Source: OMol25
Level of theory: ωB97M-V/def2-TZVPD

charge: +3
Kohn-Sham gap (alpha / beta): 7.590 / 3.841 eV
spin multiplicity: 5

Structure (XYZ):
```
69
Properties=species:S:1:pos:R:3:lowdin_charge:R:1
Pt -0.385 0.076 -0.361 0.851
C 3.998 -2.065 2.186 -0.012
C 3.089 -2.378 1.178 -0.051
C 1.765 -2.008 1.299 -0.098
C 1.336 -1.344 2.458 -0.357
C 2.261 -1.007 3.460 -0.057
C 3.584 -1.378 3.323 -0.023
P -0.369 -0.891 2.761 1.236
C -0.703 -1.280 4.494 -0.391
C -1.269 -0.358 5.368 -0.073
C -1.550 -0.737 6.674 -0.039
C -1.272 -2.029 7.097 -0.024
C -0.706 -2.948 6.220 -0.040
C -0.399 -2.580 4.922 -0.096
C -1.512 -1.784 1.667 -0.372
C -2.424 -2.705 2.174 -0.037
C -3.352 -3.285 1.318 -0.010
C -3.385 -2.947 -0.029 -0.030
C -2.490 -2.014 -0.535 -0.120
C -1.554 -1.411 0.306 -0.393
H 5.034 -2.361 2.080 0.128
H 3.422 -2.935 0.312 0.115
H 1.050 -2.289 0.534 0.084
H 1.938 -0.465 4.340 0.122
H 4.300 -1.134 4.096 0.129
H -1.492 0.651 5.045 0.113
H -1.987 -0.024 7.358 0.123
H -1.491 -2.320 8.115 0.126
H -0.500 -3.959 6.544 0.124
H 0.057 -3.294 4.247 0.120
H -2.415 -2.957 3.225 0.113
H -4.080 -3.977 1.719 0.132
H -4.129 -3.386 -0.680 0.127
H -2.553 -1.743 -1.583 0.099
Cl -2.870 1.532 -0.658 0.611
C -1.899 3.003 -0.840 -0.862
Cl -0.185 2.571 -0.618 0.606
H -2.175 3.720 -0.075 0.056
H -2.036 3.401 -1.839 0.051
O 1.588 0.230 -1.511 -0.684
S 2.156 -0.589 -2.646 1.020
C 0.635 -1.070 -3.618 -0.236
C 0.872 -2.088 -4.668 -0.166
C 0.496 -1.817 -6.011 0.031
C 0.563 -2.804 -6.954 0.031
C 1.055 -4.083 -6.597 0.098
C 1.467 -4.354 -5.269 0.024
C 1.394 -3.370 -4.327 0.023
C 2.917 0.607 -3.836 -0.234
C 2.057 1.769 -4.198 -0.293
C 1.375 1.795 -5.416 -0.057
C 0.641 2.910 -5.786 -0.049
C 0.571 4.007 -4.936 -0.046
C 1.253 3.991 -3.725 -0.064
C 1.981 2.874 -3.351 -0.062
H 0.211 -0.147 -4.017 0.102
H -0.003 -1.465 -2.819 0.091
H 0.106 -0.843 -6.277 0.127
H 0.233 -2.610 -7.966 0.143
H 1.137 -4.856 -7.352 0.149
H 1.843 -5.334 -5.009 0.141
H 1.720 -3.565 -3.314 0.131
H 3.180 -0.012 -4.697 0.111
H 3.832 0.916 -3.328 0.114
H 1.469 0.961 -6.104 0.104
H 0.144 2.937 -6.746 0.119
H -0.006 4.875 -5.224 0.120
H 1.232 4.864 -3.085 0.119
H 2.516 2.858 -2.409 0.117
```

Record 4
Formula: C33H30ClN7S3Ta
Source: OMol25
Level of theory: ωB97M-V/def2-TZVPD

charge: +1
Kohn-Sham gap: 6.645 eV
energy above the lowest of the compared OMol25 structures with the same formula, charge and spin: 136.0 kJ/mol

Structure (XYZ):
```
75
Properties=species:S:1:pos:R:3:lowdin_charge:R:1
Ta 0.410 -0.415 -0.855 1.423
C -5.657 0.028 -3.629 -0.024
C -4.529 -0.365 -2.719 -0.257
C -3.633 -1.355 -3.110 -0.013
C -2.560 -1.689 -2.308 -0.018
C -2.356 -1.050 -1.085 -0.291
N -1.247 -1.412 -0.265 -0.191
C -1.392 -2.552 0.526 -0.241
C -2.573 -3.309 0.518 0.012
C -2.716 -4.461 1.259 -0.018
C -1.689 -4.916 2.078 -0.256
C -1.824 -6.147 2.928 -0.036
C -0.535 -4.153 2.134 0.031
C -0.370 -2.996 1.380 -0.131
N 0.814 -2.231 1.583 -0.063
C 1.896 -2.601 2.292 -0.014
C 2.628 -1.470 2.583 -0.013
C 1.936 -0.431 1.978 -0.160
N 0.839 -0.887 1.363 -0.075
C -3.275 -0.072 -0.667 -0.138
C -4.335 0.267 -1.497 0.023
N -3.237 0.492 0.641 -0.073
C -4.330 0.677 1.429 -0.048
C -3.888 1.095 2.656 -0.043
C -2.491 1.139 2.528 -0.135
N -2.101 0.786 1.313 0.050
H -6.012 -0.833 -4.193 0.088
H -6.491 0.459 -3.077 0.085
H -5.304 0.771 -4.348 0.075
H -3.781 -1.870 -4.051 0.127
H -1.864 -2.463 -2.606 0.094
H -3.396 -2.985 -0.103 0.118
H -3.644 -5.016 1.201 0.123
H -2.500 -6.871 2.476 0.084
H -0.857 -6.622 3.085 0.082
H -2.229 -5.888 3.909 0.091
H 0.253 -4.467 2.804 0.114
H 2.096 -3.626 2.545 0.137
H 3.552 -1.416 3.131 0.116
H 2.181 0.615 1.945 0.101
H -5.023 1.045 -1.189 0.129
H -5.325 0.480 1.068 0.127
H -4.486 1.324 3.521 0.102
H -1.758 1.423 3.267 0.109
S 3.591 -3.688 -2.142 0.606
C 2.480 -2.584 -1.714 -1.783
S 2.877 -1.037 -1.023 0.507
S 0.764 -2.790 -1.811 0.557
N -0.088 3.109 0.728 0.152
C 1.249 3.091 0.502 -0.380
C 2.012 4.252 0.729 -0.010
C 3.368 4.220 0.539 -0.050
C 3.964 3.029 0.125 -0.057
C 3.149 1.951 -0.112 -0.188
N 1.809 1.954 0.049 0.040
H -0.483 3.912 1.183 0.111
H -0.595 2.238 0.760 0.032
H 1.513 5.152 1.065 0.116
H 3.962 5.108 0.712 0.118
H 5.031 2.948 -0.015 0.111
H 3.586 1.027 -0.450 -0.004
Cl 1.050 -0.023 -3.349 0.755
C -0.382 0.682 -4.044 -0.548
C -0.677 0.549 -5.385 -0.073
C -1.836 1.155 -5.851 -0.065
C -2.647 1.863 -4.976 -0.074
C -2.321 1.966 -3.631 -0.037
C -1.167 1.368 -3.134 -0.335
C -0.698 1.478 -1.722 -0.255
H -0.027 -0.008 -6.046 0.117
H -2.096 1.083 -6.898 0.112
H -3.538 2.351 -5.350 0.109
H -2.957 2.528 -2.958 0.122
H -1.519 1.818 -1.100 0.038
H 0.071 2.257 -1.690 0.052
```

Record 5
Formula: C33H30FeN4P2S3
Source: OMol25
Level of theory: ωB97M-V/def2-TZVPD

charge: +1
Kohn-Sham gap (alpha / beta): 6.172 / 6.376 eV
energy above the lowest of the compared OMol25 structures with the same formula, charge and spin: 69.4 kJ/mol
spin multiplicity: 6

Structure (XYZ):
```
73
Properties=species:S:1:pos:R:3:lowdin_charge:R:1
Fe 0.158 -0.004 0.660 0.330
C -2.838 3.246 -0.332 0.010
C -1.587 2.439 -0.155 -0.214
N -1.521 1.463 0.711 -0.054
N -2.546 1.218 1.554 -0.036
C -2.330 0.485 2.660 -0.825
N -3.328 0.367 3.547 0.134
S -0.816 -0.191 2.944 0.720
C -0.356 2.666 -0.868 -0.190
C -0.115 3.795 -1.664 0.013
C 1.140 4.002 -2.196 -0.025
C 2.134 3.060 -1.947 -0.011
C 1.813 1.953 -1.180 -0.127
N 0.618 1.745 -0.646 0.049
H -3.633 2.583 -0.685 0.104
H -3.162 3.684 0.614 0.100
H -2.724 4.046 -1.054 0.076
H -3.483 1.544 1.333 0.156
H -4.252 0.715 3.358 0.120
H -3.182 -0.187 4.373 0.111
H -0.897 4.519 -1.832 0.109
H 1.346 4.875 -2.793 0.120
H 3.135 3.184 -2.325 0.117
H 2.569 1.207 -0.971 0.072
S 2.477 -0.032 1.389 0.391
P 2.095 -1.846 0.581 0.484
C 0.867 -1.465 -0.600 -0.582
P -0.558 -2.430 -0.815 0.447
S -2.025 -1.373 0.034 0.382
C -0.488 -4.145 -0.217 -0.351
C 0.154 -5.106 -0.993 -0.094
C 0.211 -6.412 -0.546 -0.067
C -0.358 -6.756 0.670 -0.074
C -0.975 -5.790 1.449 -0.078
C -1.041 -4.480 1.010 -0.097
C -0.992 -2.522 -2.569 -0.366
C -1.970 -3.427 -2.966 -0.089
C -2.423 -3.407 -4.270 -0.068
C -1.903 -2.487 -5.168 -0.074
C -0.942 -1.574 -4.764 -0.076
C -0.485 -1.583 -3.458 -0.089
C 3.453 -2.600 -0.374 -0.337
C 4.695 -2.865 0.187 -0.078
C 5.653 -3.514 -0.572 -0.068
C 5.372 -3.904 -1.873 -0.070
C 4.128 -3.646 -2.425 -0.069
C 3.170 -2.990 -1.677 -0.094
C 1.870 -3.014 1.980 -0.324
C 2.035 -4.379 1.767 -0.094
C 1.854 -5.260 2.816 -0.077
C 1.513 -4.790 4.074 -0.064
C 1.371 -3.429 4.290 -0.066
C 1.561 -2.539 3.250 -0.145
H 0.588 -4.824 -1.943 0.110
H 0.686 -7.171 -1.150 0.110
H -0.330 -7.781 1.009 0.111
H -1.415 -6.063 2.394 0.112
H -1.531 -3.718 1.603 0.087
H -2.371 -4.133 -2.251 0.113
H -3.189 -4.098 -4.585 0.108
H -2.262 -2.472 -6.185 0.106
H -0.558 -0.849 -5.466 0.105
H 0.257 -0.872 -3.115 0.093
H 4.899 -2.558 1.203 0.115
H 6.624 -3.718 -0.152 0.108
H 6.126 -4.397 -2.466 0.108
H 3.903 -3.951 -3.436 0.108
H 2.196 -2.770 -2.095 0.078
H 2.307 -4.741 0.786 0.109
H 1.994 -6.317 2.657 0.111
H 1.376 -5.482 4.890 0.108
H 1.133 -3.054 5.274 0.109
H 1.497 -1.475 3.436 0.021
```

Record 6
Formula: C33H30FeN4P2S3
Source: OMol25
Level of theory: ωB97M-V/def2-TZVPD

charge: +1
Kohn-Sham gap (alpha / beta): 6.634 / 6.682 eV
energy above the lowest of the compared OMol25 structures with the same formula, charge and spin: 18.4 kJ/mol
spin multiplicity: 6

Structure (XYZ):
```
73
Properties=species:S:1:pos:R:3:lowdin_charge:R:1
Fe 1.602 0.042 1.246 0.353
C 5.598 2.071 0.598 0.009
C 4.482 1.092 0.745 -0.232
N 3.453 1.323 1.434 -0.043
N 3.352 2.481 2.137 -0.010
C 2.388 2.559 3.095 -0.836
N 2.341 3.702 3.768 0.132
S 1.329 1.298 3.418 0.706
C 4.471 -0.253 0.095 -0.194
C 5.568 -0.776 -0.549 0.008
C 5.502 -2.071 -1.052 -0.025
C 4.337 -2.788 -0.895 -0.019
C 3.270 -2.184 -0.244 -0.106
N 3.338 -0.950 0.241 0.048
H 5.229 2.980 0.112 0.105
H 6.001 2.339 1.578 0.104
H 6.413 1.691 -0.006 0.074
H 3.918 3.275 1.894 0.145
H 2.939 4.485 3.558 0.124
H 1.598 3.829 4.434 0.113
H 6.473 -0.195 -0.658 0.110
H 6.357 -2.506 -1.557 0.122
H 4.237 -3.798 -1.271 0.120
H 2.324 -2.692 -0.114 0.085
S 0.852 -2.072 2.235 0.364
P -0.644 -1.507 0.977 0.475
C 0.178 -0.476 -0.143 -0.593
P -0.330 1.068 -0.734 0.444
S 0.928 2.386 0.109 0.351
C -2.054 1.532 -0.487 -0.357
C -3.039 0.963 -1.297 -0.097
C -4.373 1.290 -1.096 -0.073
C -4.723 2.188 -0.093 -0.078
C -3.745 2.751 0.715 -0.068
C -2.408 2.424 0.521 -0.089
C -0.098 1.117 -2.529 -0.356
C -0.625 2.170 -3.279 -0.082
C -0.354 2.254 -4.638 -0.068
C 0.440 1.292 -5.251 -0.076
C 0.963 0.243 -4.507 -0.075
C 0.696 0.155 -3.145 -0.093
C -1.429 -2.876 0.081 -0.348
C -2.032 -3.921 0.785 -0.082
C -2.676 -4.939 0.102 -0.068
C -2.729 -4.917 -1.288 -0.072
C -2.127 -3.884 -1.994 -0.070
C -1.469 -2.864 -1.310 -0.082
C -2.029 -0.899 1.986 -0.332
C -3.312 -0.868 1.434 -0.090
C -4.385 -0.407 2.182 -0.072
C -4.188 0.030 3.485 -0.069
C -2.916 -0.002 4.042 -0.066
C -1.840 -0.470 3.297 -0.115
H -2.762 0.270 -2.085 0.114
H -5.139 0.852 -1.727 0.111
H -5.764 2.450 0.056 0.110
H -4.023 3.446 1.501 0.111
H -1.636 2.858 1.145 0.077
H -1.244 2.920 -2.800 0.114
H -0.766 3.069 -5.222 0.109
H 0.644 1.356 -6.314 0.108
H 1.574 -0.511 -4.990 0.105
H 1.091 -0.662 -2.552 0.085
H -1.999 -3.929 1.870 0.116
H -3.144 -5.749 0.650 0.110
H -3.239 -5.712 -1.821 0.109
H -2.164 -3.872 -3.077 0.107
H -0.976 -2.066 -1.853 0.083
H -3.474 -1.206 0.417 0.106
H -5.379 -0.392 1.745 0.112
H -5.028 0.386 4.071 0.109
H -2.760 0.320 5.065 0.109
H -0.864 -0.543 3.752 0.038
```